No. 1
{
  "formula": "C89H195N9O13",
  "method": "ωB97M-V with the def2-TZVPD basis set",
  "symbols": ["C", "C", "C", "C", "C", "C", "N", "O", "C", "C", "C", "H", "H", "H", "H", "H", "H", "H", "H", "H", "H", "H", "H", "H", "H", "H", "H", "H", "H", "H", "C", "C", "C", "C", "C", "C", "N", "O", "C", "C", "C", "H", "H", "H", "H", "H", "H", "H", "H", "H", "H", "H", "H", "H", "H", "H", "H", "H", "H", "H", "C", "C", "C", "C", "C", "C", "N", "O", "C", "C", "C", "H", "H", "H", "H", "H", "H", "H", "H", "H", "H", "H", "H", "H", "H", "H", "H", "H", "H", "H", "C", "C", "C", "C", "C", "C", "N", "O", "C", "C", "C", "H", "H", "H", "H", "H", "H", "H", "H", "H", "H", "H", "H", "H", "H", "H", "H", "H", "H", "H", "C", "C", "C", "C", "C", "C", "N", "O", "C", "C", "C", "H", "H", "H", "H", "H", "H", "H", "H", "H", "H", "H", "H", "H", "H", "H", "H", "H", "H", "H", "C", "C", "C", "C", "C", "C", "N", "O", "C", "C", "C", "H", "H", "H", "H", "H", "H", "H", "H", "H", "H", "H", "H", "H", "H", "H", "H", "H", "H", "H", "C", "C", "C", "C", "C", "C", "N", "O", "C", "C", "C", "H", "H", "H", "H", "H", "H", "H", "H", "H", "H", "H", "H", "H", "H", "H", "H", "H", "H", "H", "C", "C", "C", "C", "C", "C", "N", "O", "C", "C", "C", "H", "H", "H", "H", "H", "H", "H", "H", "H", "H", "H", "H", "H", "H", "H", "H", "H", "H", "H", "C", "C", "C", "C", "C", "C", "N", "O", "C", "C", "C", "H", "H", "H", "H", "H", "H", "H", "H", "H", "H", "H", "H", "H", "H", "H", "H", "H", "H", "H", "C", "C", "O", "H", "H", "H", "H", "H", "H", "C", "C", "O", "H", "H", "H", "H", "H", "H", "C", "C", "O", "H", "H", "H", "H", "H", "H", "C", "C", "O", "H", "H", "H", "H", "H", "H"],
  "coordinates": [[-1.29, -6.79, 3.23], [-1.19, -5.29, 2.93], [-0.17, -4.63, 3.77], [1.27, -5.01, 3.41], [1.39, -4.73, 1.92], [0.38, -5.34, 0.99], [-0.91, -4.94, 1.53], [-1.96, -5.53, 0.75], [0.67, -4.68, -0.35], [0.64, -6.80, 0.82], [-2.57, -4.70, 3.20], [-0.26, -7.20, 3.53], [-1.59, -7.45, 2.40], [-1.96, -6.98, 4.06], [-0.25, -3.53, 3.63], [-0.43, -4.81, 4.80], [1.53, -6.02, 3.62], [1.89, -4.34, 4.05], [2.30, -5.15, 1.62], [1.34, -3.68, 1.83], [0.27, -5.26, -1.21], [0.35, -3.59, -0.29], [1.75, -4.68, -0.56], [0.72, -7.45, 1.72], [-0.01, -7.26, 0.06], [1.59, -6.90, 0.36], [-2.74, -3.63, 3.10], [-2.93, -5.06, 4.17], [-3.28, -5.15, 2.48], [-1.59, -6.37, 0.41], [0.70, -2.58, -6.25], [2.17, -3.18, -6.39], [3.26, -2.05, -6.40], [3.48, -1.40, -5.06], [3.80, -2.44, -4.05], [2.81, -3.63, -3.96], [2.56, -4.14, -5.35], [1.60, -5.15, -5.39], [3.48, -4.77, -3.18], [1.51, -3.15, -3.33], [2.21, -3.92, -7.73], [0.03, -3.29, -5.75], [0.27, -2.36, -7.26], [0.76, -1.60, -5.71], [4.23, -2.44, -6.78], [2.95, -1.31, -7.20], [2.60, -0.84, -4.77], [4.28, -0.62, -5.02], [3.98, -2.00, -3.10], [4.76, -2.81, -4.32], [2.91, -5.67, -3.05], [4.37, -5.00, -3.83], [3.78, -4.42, -2.22], [0.71, -3.89, -3.43], [1.67, -2.99, -2.28], [1.06, -2.30, -3.77], [2.18, -3.24, -8.57], [1.44, -4.65, -7.84], [3.13, -4.43, -7.84], [2.07, -5.89, -5.76], [-5.27, 3.23, -3.63], [-4.25, 3.80, -2.58], [-4.72, 5.15, -2.14], [-5.83, 5.20, -1.15], [-5.41, 4.36, 0.07], [-5.03, 2.89, -0.30], [-4.04, 3.01, -1.35], [-3.63, 1.70, -1.63], [-4.23, 2.32, 0.93], [-6.22, 2.00, -0.50], [-2.82, 3.87, -3.22], [-4.95, 3.63, -4.56], [-6.28, 3.50, -3.36], [-5.12, 2.13, -3.66], [-3.80, 5.60, -1.71], [-5.01, 5.75, -3.06], [-6.79, 4.91, -1.53], [-5.92, 6.24, -1.01], [-6.28, 4.31, 0.73], [-4.58, 4.92, 0.54], [-3.26, 2.85, 1.06], [-4.79, 2.55, 1.88], [-4.11, 1.23, 0.87], [-6.88, 1.99, 0.39], [-6.76, 2.33, -1.39], [-5.98, 0.95, -0.78], [-2.59, 2.87, -3.58], [-2.09, 4.25, -2.51], [-2.86, 4.52, -4.12], [-2.78, 1.44, -1.18], [-2.52, -1.57, -3.87], [-3.43, -1.16, -5.05], [-3.16, 0.29, -5.30], [-3.76, 0.82, -6.54], [-3.20, -0.01, -7.62], [-3.45, -1.51, -7.48], [-3.02, -1.93, -6.18], [-3.32, -3.28, -6.00], [-4.96, -1.64, -7.75], [-2.65, -2.20, -8.51], [-4.87, -1.23, -4.49], [-2.81, -2.51, -3.41], [-2.66, -0.79, -3.15], [-1.46, -1.57, -4.24], [-3.39, 0.85, -4.38], [-2.09, 0.38, -5.41], [-3.47, 1.85, -6.66], [-4.84, 0.77, -6.50], [-2.13, 0.21, -7.75], [-3.66, 0.28, -8.61], [-5.42, -2.62, -7.72], [-5.51, -1.08, -7.03], [-5.17, -1.27, -8.78], [-1.64, -2.04, -8.12], [-2.85, -3.26, -8.57], [-2.84, -1.89, -9.60], [-5.34, -2.21, -4.67], [-5.58, -0.53, -4.99], [-4.81, -1.07, -3.45], [-2.48, -3.75, -6.12], [2.61, 2.67, -4.36], [2.29, 2.93, -5.86], [1.01, 2.21, -6.27], [-0.27, 2.94, -5.87], [-0.21, 4.31, -6.50], [0.93, 5.13, -5.91], [2.18, 4.31, -6.27], [3.35, 4.96, -5.86], [0.92, 6.42, -6.71], [0.75, 5.52, -4.44], [3.44, 2.34, -6.65], [3.38, 3.31, -3.89], [2.86, 1.60, -4.25], [1.75, 2.97, -3.79], [1.11, 2.22, -7.38], [0.96, 1.14, -5.99], [-0.54, 2.97, -4.80], [-1.12, 2.41, -6.30], [-1.15, 4.79, -6.58], [0.12, 4.26, -7.58], [1.68, 7.10, -6.38], [1.17, 6.15, -7.77], [-0.03, 6.91, -6.55], [0.07, 6.38, -4.26], [0.37, 4.66, -3.89], [1.75, 5.80, -4.07], [3.43, 2.63, -7.74], [3.41, 1.21, -6.54], [4.35, 2.75, -6.22], [3.70, 5.36, -6.66], [3.76, -2.64, 7.55], [3.06, -1.55, 6.78], [1.64, -2.00, 6.38], [0.97, -0.90, 5.65], [0.86, 0.34, 6.47], [2.16, 0.79, 7.13], [2.85, -0.38, 7.62], [4.10, -0.03, 8.20], [2.94, 1.70, 6.14], [1.74, 1.63, 8.30], [3.95, -1.24, 5.54], [3.78, -3.54, 6.96], [3.23, -2.83, 8.51], [4.81, -2.37, 7.81], [1.74, -2.90, 5.80], [1.11, -2.25, 7.33], [-0.06, -1.23, 5.39], [1.56, -0.73, 4.72], [0.12, 0.14, 7.25], [0.51, 1.22, 5.86], [3.99, 1.73, 6.39], [2.91, 1.34, 5.10], [2.58, 2.71, 6.15], [2.55, 2.24, 8.66], [0.92, 2.29, 8.02], [1.37, 1.01, 9.07], [3.38, -0.66, 4.79], [4.33, -2.19, 5.17], [4.80, -0.62, 5.83], [3.87, -0.11, 9.13], [-3.17, 2.34, 5.76], [-3.99, 1.06, 5.60], [-3.66, 0.46, 4.20], [-4.11, -0.98, 3.91], [-3.49, -1.81, 5.04], [-3.79, -1.37, 6.46], [-3.45, 0.05, 6.66], [-3.83, 0.42, 7.97], [-5.30, -1.73, 6.92], [-2.83, -2.14, 7.38], [-5.45, 1.42, 5.79], [-3.61, 3.27, 5.45], [-2.28, 2.24, 5.19], [-2.83, 2.53, 6.79], [-3.90, 1.16, 3.41], [-2.52, 0.44, 4.08], [-3.65, -1.49, 3.08], [-5.20, -1.09, 3.94], [-2.41, -1.81, 4.89], [-3.73, -2.90, 4.97], [-6.09, -1.66, 6.14], [-5.30, -2.73, 7.31], [-5.56, -1.20, 7.84], [-1.78, -1.96, 7.10], [-2.94, -1.78, 8.45], [-3.09, -3.23, 7.40], [-6.07, 0.55, 5.57], [-5.71, 2.31, 5.14], [-5.75, 1.67, 6.85], [-3.02, 0.88, 8.19], [5.50, -4.14, 2.76], [6.05, -3.81, 1.36], [4.94, -3.84, 0.33], [4.02, -2.66, 0.29], [4.89, -1.41, 0.17], [5.96, -1.22, 1.25], [6.67, -2.49, 1.24], [7.85, -2.44, 1.98], [6.87, -0.06, 0.82], [5.34, -0.98, 2.60], [6.96, -4.93, 0.97], [4.73, -3.43, 3.20], [6.32, -4.23, 3.52], [4.99, -5.10, 2.73], [5.44, -3.81, -0.64], [4.33, -4.73, 0.46], [3.47, -2.57, 1.23], [3.32, -2.79, -0.50], [4.17, -0.57, 0.16], [5.38, -1.37, -0.87], [6.22, 0.83, 0.70], [7.69, 0.10, 1.50], [7.20, -0.31, -0.21], [4.38, -1.52, 2.60], [5.96, -1.44, 3.32], [5.14, 0.04, 2.88], [7.45, -5.43, 1.87], [7.81, -4.55, 0.37], [6.41, -5.72, 0.47], [7.65, -2.35, 2.92], [-0.10, 2.56, -1.11], [0.50, 1.16, -0.78], [1.99, 1.26, -0.46], [2.23, 1.65, 0.99], [1.66, 0.69, 1.92], [0.15, 0.52, 1.68], [-0.11, 0.32, 0.24], [-1.53, 0.31, -0.06], [-0.33, -0.74, 2.37], [-0.77, 1.70, 2.26], [0.39, 0.30, -2.03], [0.29, 3.03, -2.03], [0.25, 3.24, -0.32], [-1.18, 2.60, -1.21], [2.45, 0.25, -0.56], [2.51, 1.90, -1.18], [1.82, 2.66, 1.12], [3.30, 1.82, 1.10], [1.81, 0.94, 2.98], [2.14, -0.28, 1.79], [0.36, -1.59, 2.21], [-0.37, -0.53, 3.46], [-1.28, -1.08, 1.97], [-1.79, 1.40, 2.22], [-0.52, 2.02, 3.26], [-0.66, 2.59, 1.61], [1.10, 0.61, -2.74], [-0.58, 0.35, -2.51], [0.59, -0.75, -1.87], [-1.87, -0.61, 0.07], [-1.21, 5.83, 4.28], [-0.97, 5.94, 2.82], [0.24, 5.28, 2.51], [-2.17, 6.27, 4.58], [-0.38, 6.23, 4.85], [-1.25, 4.77, 4.63], [-0.86, 6.99, 2.65], [-1.67, 5.57, 2.06], [0.50, 5.47, 1.61], [2.45, 5.24, 4.82], [2.83, 4.21, 3.76], [3.26, 4.81, 2.53], [3.21, 5.20, 5.57], [1.51, 5.06, 5.25], [2.27, 6.17, 4.19], [1.99, 3.63, 3.50], [3.54, 3.49, 4.17], [4.20, 5.03, 2.58], [-4.45, -1.44, -0.34], [-3.74, -2.69, 0.14], [-2.50, -2.29, 0.80], [-4.85, -0.84, 0.48], [-5.25, -1.78, -1.00], [-3.70, -0.81, -0.91], [-3.38, -3.29, -0.71], [-4.36, -3.34, 0.79], [-1.93, -3.08, 0.97], [0.41, 7.30, -0.80], [1.72, 6.90, -0.06], [1.79, 5.50, 0.24], [0.36, 8.39, -0.62], [-0.46, 6.83, -0.40], [0.39, 7.10, -1.86], [1.69, 7.48, 0.89], [2.62, 7.25, -0.66], [2.37, 5.24, 1.00]],
  "lumo_energy_ev": 0.401,
  "e_above_lowest_ev": 0.635,
  "homo_energy_ev": -8.01
}

No. 2
{
  "formula": "C9H14BBrNO5",
  "method": "ωB97M-V with the def2-TZVPD basis set",
  "symbols": ["C", "C", "C", "Br", "C", "O", "B", "C", "C", "C", "O", "O", "C", "N", "O", "C", "O", "H", "H", "H", "H", "H", "H", "H", "H", "H", "H", "H", "H", "H", "H"],
  "coordinates": [[-0.25, -2.13, 1.76], [-1.46, -1.29, 2.14], [-2.32, -0.86, 0.94], [-3.15, -2.43, 0.11], [-1.57, 0.08, -0.03], [-0.34, 0.56, 0.41], [0.17, 1.32, -0.71], [1.69, 1.86, -0.64], [2.66, 0.68, -0.38], [3.14, -0.11, -1.74], [2.18, -0.56, -0.57], [-0.67, 2.66, -0.94], [-0.82, 3.32, 0.12], [-1.04, 3.99, 1.06], [-0.23, 0.53, -1.87], [-1.33, -0.31, -1.54], [-0.88, -1.58, -1.84], [-0.58, -3.06, 1.29], [0.28, -2.41, 2.67], [0.45, -1.59, 1.13], [-1.20, -0.40, 2.70], [-2.13, -1.88, 2.77], [-3.13, -0.29, 1.36], [-2.26, 0.94, -0.12], [1.90, 2.49, 0.23], [2.02, 2.29, -1.58], [3.41, 0.81, 0.38], [3.33, -1.17, -1.94], [4.21, 0.02, -1.34], [-2.13, 0.11, -2.14], [0.07, -1.60, -1.71]],
  "total_charge": -1,
  "lumo_energy_ev": 2.923,
  "homo_energy_ev": -5.45
}

No. 3
{
  "formula": "C44H65BClF3N2O9P",
  "method": "ωB97M-V with the def2-TZVPD basis set",
  "symbols": ["C", "C", "C", "C", "C", "C", "C", "C", "N", "C", "C", "O", "O", "C", "C", "O", "O", "C", "C", "C", "O", "C", "C", "C", "C", "C", "C", "Cl", "N", "B", "O", "O", "C", "O", "O", "P", "C", "C", "C", "C", "H", "H", "H", "H", "H", "H", "H", "H", "H", "H", "H", "H", "H", "H", "H", "H", "H", "H", "H", "H", "H", "H", "H", "H", "H", "H", "H", "H", "H", "H", "H", "H", "H", "H", "H", "H", "H", "H", "H", "H", "H", "H", "H", "H", "H", "H", "H", "H", "H", "H", "F", "C", "C", "C", "C", "C", "C", "H", "H", "H", "H", "H", "F", "C", "C", "C", "C", "C", "C", "H", "H", "H", "H", "H", "F", "C", "C", "C", "C", "C", "C", "H", "H", "H", "H", "H"],
  "coordinates": [[2.03, -5.36, 0.86], [2.94, -4.64, -0.34], [2.17, -3.19, -0.64], [1.02, -3.31, -1.80], [0.31, -1.81, -1.94], [-0.47, -1.36, -0.53], [-1.78, -0.47, -0.95], [-1.81, 1.05, -0.25], [-0.72, 1.81, -0.97], [-3.24, 1.69, -0.71], [-3.24, 2.33, -2.24], [-3.68, 3.61, -2.42], [-2.76, 1.65, -3.45], [-2.04, 2.64, -4.30], [-0.50, 3.15, -4.06], [-2.74, 3.17, -5.32], [-1.61, 0.80, 1.17], [-1.62, 1.99, 2.02], [-3.06, 1.89, 2.84], [-3.22, 0.50, 3.73], [-4.14, -0.49, 3.11], [-3.47, -1.79, 2.91], [-3.62, -2.85, 4.16], [-0.29, 2.26, 2.93], [0.77, 1.01, 2.60], [0.44, -0.43, 3.23], [1.82, -1.38, 3.29], [3.06, -0.98, 1.98], [0.51, 3.49, 2.58], [-0.14, 4.80, 2.94], [0.71, 5.93, 3.46], [-1.59, 5.12, 2.79], [0.91, 3.62, 1.15], [1.99, 3.12, 0.53], [0.04, 4.50, 0.29], [-0.43, 2.25, 4.80], [-1.77, 3.22, 5.65], [-1.08, 4.13, 6.86], [1.24, 2.18, 5.72], [2.33, 3.33, 5.28], [1.99, -6.53, 0.77], [2.47, -4.97, 1.87], [0.94, -4.93, 0.75], [3.99, -4.35, 0.14], [3.05, -5.31, -1.30], [2.95, -2.32, -0.87], [1.68, -2.90, 0.41], [1.50, -3.59, -2.84], [0.24, -4.14, -1.51], [-0.48, -1.93, -2.81], [1.09, -0.96, -2.23], [-0.87, -2.38, -0.07], [0.25, -0.84, 0.25], [-1.90, -0.43, -2.12], [-2.76, -1.03, -0.55], [0.18, 1.49, -0.50], [-0.65, 1.36, -1.93], [-4.13, 0.92, -0.67], [-3.52, 2.60, 0.00], [-0.02, 3.72, -4.97], [0.22, 2.24, -3.82], [-0.40, 3.87, -3.12], [-1.77, 2.92, 1.29], [-3.88, 1.78, 1.99], [-3.36, 2.86, 3.41], [-3.74, 0.83, 4.74], [-2.18, 0.03, 4.05], [-2.34, -1.73, 2.64], [-4.01, -2.30, 1.98], [-3.43, -3.93, 3.71], [-2.79, -2.71, 5.00], [-4.72, -2.89, 4.60], [0.97, 0.87, 1.45], [1.80, 1.39, 3.05], [-0.28, -1.01, 2.48], [-0.03, -0.51, 4.28], [2.31, -1.12, 4.34], [1.51, -2.51, 3.36], [0.43, 6.71, 2.87], [-1.82, 5.96, 3.29], [-2.39, 4.00, 5.00], [-2.53, 2.48, 6.19], [-0.14, 4.66, 6.35], [-1.87, 4.96, 7.11], [-0.75, 3.48, 7.79], [1.74, 1.12, 5.60], [1.07, 2.32, 6.89], [1.87, 4.42, 5.26], [3.29, 3.36, 5.94], [2.70, 3.13, 4.16], [2.19, -7.86, -1.30], [2.54, -8.17, -2.55], [3.88, -8.42, -2.85], [4.24, -8.74, -4.15], [3.27, -8.80, -5.16], [1.93, -8.54, -4.85], [1.57, -8.23, -3.54], [4.62, -8.36, -2.06], [5.28, -8.95, -4.39], [3.56, -9.05, -6.17], [1.18, -8.58, -5.63], [0.53, -8.03, -3.29], [3.23, -5.14, -5.01], [4.32, -4.46, -4.62], [4.55, -3.19, -5.14], [5.68, -2.48, -4.73], [6.58, -3.05, -3.83], [6.34, -4.33, -3.33], [5.21, -5.04, -3.72], [3.85, -2.76, -5.84], [5.86, -1.48, -5.12], [7.46, -2.50, -3.52], [7.04, -4.78, -2.63], [5.00, -6.03, -3.33], [-4.53, 10.27, -3.05], [-4.54, 8.97, -3.35], [-4.40, 8.03, -2.34], [-4.42, 6.67, -2.65], [-4.57, 6.27, -3.98], [-4.70, 7.22, -5.00], [-4.70, 8.58, -4.68], [-4.28, 8.36, -1.31], [-4.32, 5.92, -1.87], [-4.57, 5.21, -4.23], [-4.81, 6.90, -6.03], [-4.81, 9.33, -5.45]],
  "total_charge": -1,
  "lumo_energy_ev": 2.025,
  "homo_energy_ev": -4.70
}

No. 4
{
  "formula": "C4H7FN2",
  "method": "ωB97M-V with the def2-TZVPD basis set",
  "symbols": ["C", "C", "C", "C", "H", "H", "H", "H", "H", "H", "H", "N", "N", "F"],
  "coordinates": [[-0.02, -0.48, 0.12], [-1.22, -1.41, 0.18], [-0.11, 0.95, 0.49], [-0.76, 1.82, -0.25], [2.20, 0.60, -0.42], [3.00, -0.92, -0.51], [-1.09, -2.37, -0.33], [-1.43, -1.59, 1.26], [0.51, 1.24, 1.34], [-0.74, 2.87, -0.09], [-1.32, 1.45, -1.15], [2.22, -0.38, -0.19], [1.04, -1.09, -0.12], [-2.27, -0.69, -0.31]],
  "lumo_energy_ev": 1.066,
  "e_above_lowest_ev": 1.745,
  "homo_energy_ev": -8.68,
  "smiles": "C=C/C(CF)=N\\N"
}

| no. | largest force on an atom (eV/Å) |
| --- | --- |
| 1 | 3.07 |
| 2 | 3.82 |
| 3 | 9.03 |
| 4 | 2.68 |